{
  "formula": "C6H14N4O2",
  "method": "wB97M-V/def2-TZVPD",
  "smiles": "CC(C)N1CCN[C@@H]1/N=[N+](/[O-])O",
  "symbols": ["C", "C", "C", "N", "C", "C", "N", "C", "N", "N", "O", "O", "H", "H", "H", "H", "H", "H", "H", "H", "H", "H", "H", "H", "H", "H"],
  "coordinates": [[0.8360, 1.5902, -1.6434], [0.9872, 0.1640, -1.1905], [1.1120, -0.7151, -2.4451], [-0.1532, -0.3637, -0.3853], [0.0141, -1.8250, -0.0216], [0.0867, -1.7379, 1.5910], [-0.6812, -0.6278, 1.8791], [-0.4436, 0.3258, 0.7988], [-1.4506, 1.3152, 0.6284], [-2.0544, 1.9012, 1.5118], [-3.0725, 2.5317, 1.4311], [-1.5940, 1.8498, 2.8910], [0.4392, 1.7108, -2.7027], [0.4886, 2.1928, -0.8677], [1.8646, 2.0281, -1.7813], [1.8677, 0.1705, -0.5811], [0.2920, -1.3742, -2.4984], [1.9649, -1.4079, -2.4129], [1.1917, -0.2133, -3.3881], [0.8700, -2.3705, -0.4121], [-0.7966, -2.2972, -0.4086], [-0.4463, -2.6124, 1.9582], [1.0698, -1.5167, 1.9373], [-1.7205, -0.8874, 1.7474], [0.3457, 1.0285, 1.2514], [-1.0176, 1.1405, 3.1135]]
}


{
  "formula": "C28H30N3O2PSV",
  "method": "wB97M-V/def2-TZVPD",
  "spin_multiplicity": 3,
  "charge": 3,
  "s_squared": 2.05,
  "symbols": ["V", "N", "C", "C", "C", "C", "C", "C", "P", "C", "C", "C", "C", "C", "C", "C", "C", "C", "C", "C", "C", "H", "H", "H", "H", "H", "H", "H", "H", "H", "H", "H", "H", "H", "H", "H", "H", "O", "S", "C", "C", "C", "C", "H", "H", "H", "H", "H", "H", "H", "H", "N", "C", "O", "C", "C", "C", "C", "N", "C", "H", "H", "H", "H", "H", "H"],
  "coordinates": [[0.3175, 0.8223, 0.0283], [-0.3181, -1.1749, -0.2536], [0.3933, -1.9507, -1.3057], [-0.1751, -3.1036, -1.8023], [0.5383, -3.8507, -2.7346], [1.8071, -3.4534, -3.1410], [2.3650, -2.2889, -2.6348], [1.6492, -1.5170, -1.7202], [2.2484, 0.0686, -1.1614], [3.9936, 0.0678, -0.8463], [4.8513, 0.8653, -1.6015], [6.2184, 0.8004, -1.3670], [6.7145, -0.0512, -0.3909], [5.8556, -0.8482, 0.3637], [4.4917, -0.7899, 0.1408], [1.7459, 1.3193, -2.3307], [1.8331, 2.6526, -1.8958], [1.4252, 3.6837, -2.7249], [0.9273, 3.3819, -3.9909], [0.8336, 2.0631, -4.4264], [1.2363, 1.0262, -3.5984], [-1.3249, -1.2652, -0.3924], [-0.1457, -1.6372, 0.6420], [-1.1482, -3.4389, -1.4628], [0.1042, -4.7591, -3.1311], [2.3584, -4.0522, -3.8533], [3.3540, -1.9755, -2.9492], [4.4688, 1.5218, -2.3732], [6.8952, 1.4068, -1.9535], [7.7815, -0.1037, -0.2182], [6.2547, -1.5180, 1.1134], [3.8288, -1.4304, 0.7129], [2.2813, 2.8919, -0.9317], [1.5179, 4.7138, -2.4064], [0.6223, 4.1844, -4.6513], [0.4417, 1.8434, -5.4095], [1.1561, 0.0014, -3.9396], [0.3874, 0.6802, 1.8823], [0.4647, 1.6942, 3.1414], [2.2045, 2.2352, 3.1944], [2.8361, 1.5828, 4.4353], [2.1213, 0.2525, 4.6462], [0.6371, 0.5868, 4.5450], [2.2170, 3.3233, 3.1821], [2.6300, 1.8512, 2.2645], [2.6974, 2.2323, 5.3000], [3.9077, 1.4711, 4.2814], [2.3375, -0.1865, 5.6187], [2.3990, -0.4771, 3.8836], [0.2832, 1.1898, 5.3878], [-0.0676, -0.2291, 4.3846], [-4.3756, 1.8230, -4.4976], [-3.1532, 1.5037, -4.0485], [-2.3716, 0.7675, -4.6208], [-2.7020, 2.0954, -2.7274], [-3.0660, 3.3190, -2.1923], [-2.4740, 3.7662, -1.0124], [-1.5295, 2.9720, -0.4141], [-1.1611, 1.7714, -0.9345], [-1.7408, 1.3517, -2.0724], [-4.6744, 1.4410, -5.3829], [-5.0441, 2.3470, -3.9600], [-3.7994, 3.9408, -2.6932], [-2.7404, 4.7152, -0.5691], [-1.0489, 3.2834, 0.5078], [-1.4147, 0.4089, -2.4924]]
}


{
  "formula": "C6H6N4",
  "method": "wB97M-V/def2-TZVPD",
  "symbols": ["C", "C", "C", "C", "C", "C", "N", "N", "N", "N", "H", "H", "H", "H", "H", "H"],
  "coordinates": [[-2.2513, 0.7525, -0.6681], [1.6624, -0.7674, -0.8072], [1.9862, 1.1580, 0.3668], [-0.8226, 0.6106, -0.5990], [1.7171, -0.1900, 0.4027], [-0.4060, -0.0405, 0.6271], [-3.3675, 1.0101, -0.7231], [1.4707, -1.2913, -1.8041], [2.1484, 2.2880, 0.3541], [-0.8994, -1.3368, 0.7053], [-0.4567, 0.0373, -1.4592], [-0.3088, 1.6765, -0.6741], [1.8655, -0.8303, 1.2771], [-0.3359, 0.5954, 1.4362], [-0.9779, -1.8490, -0.0871], [-1.0242, -1.8232, 1.6526]]
}


{
  "formula": "C25H19N3O5Pt",
  "method": "wB97M-V/def2-TZVPD",
  "spin_multiplicity": 3,
  "s_squared": 2.02,
  "symbols": ["Pt", "O", "C", "O", "C", "C", "C", "N", "C", "C", "C", "C", "C", "C", "C", "N", "C", "C", "C", "C", "C", "N", "H", "H", "H", "H", "H", "H", "H", "H", "H", "H", "C", "O", "C", "C", "C", "C", "C", "C", "O", "C", "O", "C", "H", "H", "H", "H", "H", "H", "H", "H", "H"],
  "coordinates": [[0.7365, 0.2025, 0.0431], [2.8553, 6.6084, 0.7313], [2.0799, 6.0680, 1.5409], [1.5370, 6.4878, 2.5746], [1.7113, 4.6118, 1.1699], [0.8634, 3.8767, 1.9605], [0.5360, 2.5542, 1.6177], [1.0766, 2.0615, 0.4663], [1.9496, 2.7519, -0.3236], [2.2760, 4.0327, 0.0075], [2.4374, 1.9632, -1.4546], [3.2858, 2.4452, -2.4468], [3.6799, 1.6030, -3.4638], [3.2291, 0.2843, -3.4905], [2.3913, -0.1455, -2.4886], [2.0095, 0.6748, -1.5005], [-0.2722, 1.6135, 2.3104], [-0.9794, 1.8678, 3.5031], [-1.7226, 0.8847, 4.0861], [-1.7750, -0.4032, 3.4919], [-1.0792, -0.6242, 2.3419], [-0.3458, 0.3418, 1.7421], [0.4818, 4.3689, 2.8472], [2.9545, 4.6568, -0.5600], [3.6180, 3.4722, -2.4029], [4.3381, 1.9696, -4.2401], [3.5218, -0.3979, -4.2747], [1.9982, -1.1515, -2.4282], [-0.9175, 2.8548, 3.9399], [-2.2666, 1.0864, 4.9985], [-2.3434, -1.2088, 3.9319], [-1.0762, -1.5880, 1.8511], [-0.4875, -6.5439, 0.1520], [-1.7031, -5.8860, -0.1806], [-1.6643, -4.5629, -0.4062], [-2.9075, -3.9785, -0.7367], [-2.9559, -2.6436, -0.9861], [-1.8104, -1.8054, -0.9160], [-1.9429, -0.4303, -1.3055], [-3.2430, 0.0961, -1.8534], [-1.0247, 0.4194, -1.2589], [-0.5660, -2.4064, -0.5493], [0.5680, -1.7733, -0.4219], [-0.5225, -3.7973, -0.3196], [-0.7400, -7.5929, 0.2685], [-0.0800, -6.1573, 1.0881], [0.2485, -6.4283, -0.6458], [-3.7836, -4.6084, -0.7882], [-3.9076, -2.2027, -1.2461], [-3.5964, -0.4937, -2.6979], [-3.0989, 1.1281, -2.1581], [-4.0062, 0.0577, -1.0737], [0.4346, -4.2142, -0.0460]]
}


{
  "formula": "C28H56F3NO13P2S",
  "method": "wB97M-V/def2-TZVPD",
  "smiles": "CCCCCCCCC[C@]1(S)C(=O)N[C@](CC=O)(CCC(F)(F)F)[C@@]1(O)OCCOCC.COP(=O)(OC)OC.COP(=O)(OC)OC",
  "symbols": ["C", "C", "C", "C", "C", "C", "C", "C", "C", "C", "S", "C", "O", "N", "C", "C", "C", "O", "C", "C", "C", "F", "F", "F", "C", "O", "O", "C", "C", "O", "C", "C", "H", "H", "H", "H", "H", "H", "H", "H", "H", "H", "H", "H", "H", "H", "H", "H", "H", "H", "H", "H", "H", "H", "H", "H", "H", "H", "H", "H", "H", "H", "H", "H", "H", "H", "H", "H", "H", "H", "C", "O", "P", "O", "O", "C", "O", "C", "H", "H", "H", "H", "H", "H", "H", "H", "H", "C", "O", "P", "O", "O", "C", "O", "C", "H", "H", "H", "H", "H", "H", "H", "H", "H"],
  "coordinates": [[6.2030, 0.6892, -0.1714], [6.3541, 0.3808, -1.7369], [7.1771, 1.5150, -2.5476], [6.1776, 2.2916, -3.5738], [5.4728, 3.4442, -2.7137], [4.1938, 4.1298, -3.3993], [3.7303, 3.4805, -4.7810], [2.8666, 2.1218, -4.6291], [1.3014, 2.3596, -4.3979], [0.8686, 2.7639, -2.9063], [0.6170, 4.6293, -3.0508], [1.7003, 2.2680, -1.6407], [2.8973, 1.9879, -1.4601], [0.7401, 2.2310, -0.5380], [-0.6849, 2.2035, -0.9804], [-1.3368, 3.6060, -0.4498], [-0.2984, 4.5055, 0.3503], [-0.3030, 4.6478, 1.6038], [-1.5582, 1.1221, -0.1428], [-1.2440, 1.1990, 1.4513], [-2.5603, 1.1547, 2.3553], [-3.6427, 0.4901, 1.7621], [-2.8564, 2.4877, 2.7442], [-2.2694, 0.4544, 3.5852], [-0.5316, 1.9904, -2.5565], [-0.2310, 0.5886, -2.6560], [-1.4506, 2.5981, -3.4691], [-2.8308, 2.2705, -3.1886], [-3.2874, 0.7952, -3.6086], [-3.9330, 0.1970, -2.4537], [-3.8399, -1.2468, -2.4840], [-3.9533, -1.7325, -0.9427], [7.0964, 0.3041, 0.4347], [5.9741, 1.7828, 0.0694], [5.2966, 0.0867, 0.2068], [6.8903, -0.6358, -1.8137], [5.2935, 0.2600, -2.1695], [8.1149, 1.1233, -3.0549], [7.5141, 2.2738, -1.7462], [6.8305, 2.7903, -4.3600], [5.4776, 1.4927, -3.9733], [5.2779, 3.0249, -1.6672], [6.2720, 4.2625, -2.5647], [3.3831, 4.2124, -2.6095], [4.5036, 5.2144, -3.6429], [4.5863, 3.3315, -5.5293], [3.0199, 4.2334, -5.2921], [3.3383, 1.3770, -3.8900], [2.9576, 1.5987, -5.6551], [0.7561, 1.4570, -4.8324], [1.0123, 3.2451, -5.0730], [-0.3947, 4.8733, -3.9626], [1.0784, 1.4696, 0.0644], [-2.2349, 3.4340, 0.2326], [-1.7252, 4.1683, -1.3638], [0.5201, 5.0945, -0.2025], [-1.3360, 0.0469, -0.4448], [-2.6563, 1.3363, -0.3517], [-0.6162, 2.1177, 1.7116], [-0.5746, 0.2947, 1.6961], [-0.4133, 0.2334, -3.5482], [-3.4623, 2.9963, -3.8214], [-3.1585, 2.4339, -2.1124], [-2.4772, 0.1515, -4.0788], [-4.1153, 0.8948, -4.4082], [-4.7891, -1.6500, -2.9971], [-2.8804, -1.6400, -2.9511], [-4.2820, -2.8227, -0.8521], [-4.8091, -1.1048, -0.4989], [-3.0142, -1.4837, -0.3559], [1.3030, 0.9252, 5.3727], [1.4223, 0.9006, 6.7852], [0.8994, -0.3889, 7.5730], [0.7194, -1.6190, 6.7717], [-0.4195, 0.1299, 8.3186], [-1.4469, 0.7050, 7.5286], [1.9472, -0.5058, 8.7728], [1.7174, -1.5462, 9.7145], [0.7801, 1.8380, 5.0826], [2.3020, 0.9318, 4.9343], [0.7468, 0.0715, 4.9831], [-1.5188, 0.2218, 6.5508], [-1.2427, 1.7707, 7.3981], [-2.3984, 0.5919, 8.0492], [1.7479, -2.5203, 9.2201], [0.7510, -1.4106, 10.2060], [2.5033, -1.5099, 10.4690], [-4.6051, -7.9467, -2.1126], [-5.2736, -7.6821, -0.8850], [-4.5477, -6.7714, 0.2103], [-3.4328, -5.9286, -0.2747], [-4.1578, -7.8042, 1.3710], [-3.3624, -8.9262, 1.0267], [-5.7697, -5.9741, 0.8590], [-5.4545, -5.0986, 1.9357], [-4.5778, -9.0260, -2.2702], [-5.1661, -7.4837, -2.9256], [-3.5824, -7.5675, -2.1218], [-2.6416, -8.6805, 0.2426], [-4.0127, -9.7367, 0.6880], [-2.8204, -9.2587, 1.9125], [-4.7586, -4.3235, 1.6048], [-5.0185, -5.6568, 2.7674], [-6.3745, -4.6232, 2.2758]]
}


{
  "formula": "C55H35N6O2PtS",
  "method": "wB97M-V/def2-TZVPD",
  "charge": 1,
  "symbols": ["Pt", "C", "C", "C", "C", "C", "C", "C", "C", "C", "C", "C", "C", "C", "C", "C", "C", "C", "C", "C", "N", "C", "C", "C", "C", "C", "C", "C", "C", "C", "C", "C", "C", "N", "C", "C", "C", "C", "C", "N", "C", "C", "C", "C", "C", "C", "C", "C", "N", "H", "H", "H", "H", "H", "H", "H", "H", "H", "H", "H", "H", "H", "H", "H", "H", "H", "H", "H", "H", "H", "H", "H", "H", "H", "H", "H", "H", "O", "C", "N", "C", "O", "C", "C", "C", "C", "C", "C", "H", "H", "H", "H", "S", "C", "C", "N", "C", "H", "H", "H"],
  "coordinates": [[0.0825, -0.5187, -0.0742], [-5.5845, 1.2523, -4.8320], [-5.3141, 1.8460, -3.6075], [-4.2887, 1.3600, -2.8105], [-3.5094, 0.2862, -3.2385], [-3.7970, -0.3131, -4.4630], [-4.8306, 0.1660, -5.2532], [-2.3969, -0.1731, -2.3637], [-1.0868, -0.1635, -2.8392], [-0.6650, 0.0387, -4.1969], [0.6789, -0.1196, -4.2341], [1.1238, -0.3432, -2.8902], [2.4560, -0.3253, -2.4866], [3.5012, -0.2537, -3.5526], [3.9453, 0.9886, -3.9977], [4.9121, 1.0662, -4.9898], [5.4403, -0.0946, -5.5393], [4.9970, -1.3335, -5.1001], [4.0269, -1.4135, -4.1096], [2.8666, -0.1760, -1.1696], [2.0522, -0.1600, -0.0718], [2.7926, 0.2030, 1.0172], [2.3495, 0.2362, 2.3369], [3.2636, 0.8275, 3.3546], [3.5013, 2.1994, 3.3308], [4.3544, 2.7777, 4.2593], [4.9895, 1.9882, 5.2072], [4.7675, 0.6184, 5.2274], [3.9053, 0.0403, 4.3072], [1.1354, -0.3181, 2.7467], [0.7449, -0.6060, 4.0972], [-0.4237, -1.2896, 4.0425], [-0.8150, -1.3667, 2.6639], [0.1625, -0.7839, 1.9117], [-2.0657, -1.7909, 2.2186], [-2.5855, -1.4731, 0.9628], [-3.9482, -1.6129, 0.5390], [-4.0530, -1.0559, -0.6929], [-2.7431, -0.6245, -1.0837], [-1.8845, -0.8946, -0.0606], [-2.8949, -2.5758, 3.1752], [-4.1187, -2.1112, 3.6509], [-4.8798, -2.8910, 4.5089], [-4.4292, -4.1441, 4.8993], [-3.2033, -4.6076, 4.4440], [-2.4387, -3.8251, 3.5912], [4.1480, 0.4133, 0.5862], [4.1997, 0.1476, -0.7398], [0.0295, -0.4054, -2.0803], [-6.3832, 1.6325, -5.4550], [-5.9008, 2.6907, -3.2712], [-4.0735, 1.8243, -1.8552], [-3.2353, -1.1835, -4.7800], [-5.0527, -0.3154, -6.1965], [-1.3198, 0.2654, -5.0204], [1.3306, -0.0418, -5.0886], [3.5180, 1.8871, -3.5671], [5.2531, 2.0336, -5.3350], [6.1972, -0.0331, -6.3102], [5.4056, -2.2394, -5.5281], [3.6760, -2.3788, -3.7641], [3.0046, 2.8133, 2.5883], [4.5239, 3.8462, 4.2409], [5.6612, 2.4387, 5.9259], [5.2727, -0.0031, 5.9551], [3.7433, -1.0313, 4.3120], [1.3014, -0.3165, 4.9728], [-1.0078, -1.6692, 4.8647], [-4.7359, -2.0685, 1.1139], [-4.9326, -0.9842, -1.3114], [-4.4582, -1.1204, 3.3747], [-5.8257, -2.5160, 4.8772], [-5.0288, -4.7546, 5.5613], [-2.8417, -5.5803, 4.7512], [-1.4848, -4.1892, 3.2280], [4.9599, 0.6948, 1.2367], [5.0599, 0.1789, -1.3881], [0.9307, 2.2792, -1.7089], [0.2603, 2.4343, -0.7192], [-0.2907, 1.4333, 0.0967], [-0.9483, 2.0098, 1.2026], [-1.5212, 1.4186, 2.0823], [-0.8381, 3.4878, 1.0441], [-1.3353, 4.5068, 1.8297], [-1.0833, 5.8096, 1.4087], [-0.3606, 6.0642, 0.2443], [0.1352, 5.0244, -0.5377], [-0.1236, 3.7400, -0.1073], [-1.8937, 4.2978, 2.7325], [-1.4568, 6.6405, 1.9925], [-0.1860, 7.0884, -0.0580], [0.6978, 5.2100, -1.4429], [0.5666, -4.9439, 0.5724], [-0.4337, -4.6438, -0.7840], [-0.3927, -3.3346, -1.1116], [0.4240, -2.5787, -0.2919], [0.9742, -3.3104, 0.6487], [-0.9813, -5.4331, -1.2709], [-0.8948, -2.8629, -1.9413], [1.6544, -2.9091, 1.3860]]
}


{
  "formula": "C7H10N5",
  "method": "wB97M-V/def2-TZVPD",
  "spin_multiplicity": 3,
  "charge": 1,
  "s_squared": 2.04,
  "symbols": ["C", "C", "C", "C", "C", "C", "C", "N", "N", "N", "N", "N", "H", "H", "H", "H", "H", "H", "H", "H", "H", "H"],
  "coordinates": [[-0.7273, 3.2598, -2.5291], [-0.0820, 3.8463, -1.4491], [-0.9781, 1.8989, -2.5067], [0.3031, 3.0393, -0.3774], [-0.5767, 1.1809, -1.3707], [-0.4428, -3.1670, 1.3428], [-0.1816, -1.8230, 0.7466], [0.0596, 1.7501, -0.3335], [0.3834, -3.6629, 2.2371], [-0.4419, -0.7306, -0.1579], [-0.8693, -0.1409, -1.3360], [1.5606, -3.0671, 2.6324], [-1.0332, 3.8573, -3.3743], [0.1192, 4.9056, -1.4285], [-1.4718, 1.3811, -3.3118], [0.8216, 3.4500, 0.4785], [-1.3050, -3.7547, 1.0694], [0.5551, -1.3928, 1.4240], [0.0841, -4.4787, 2.7604], [0.0092, 0.0896, 0.3169], [2.1575, -2.8163, 1.8505], [2.0564, -3.6250, 3.3163]]
}


{
  "formula": "C3H6N2OS",
  "method": "wB97M-V/def2-TZVPD",
  "smiles": "CN(C=S)/C=N\\O",
  "symbols": ["C", "N", "C", "S", "C", "N", "O", "H", "H", "H", "H", "H", "H"],
  "coordinates": [[-1.0014, -0.7212, 0.7042], [-0.2818, -0.1342, -0.5622], [-0.8320, -0.2657, -1.7725], [-0.2912, 0.5332, -3.0946], [0.9860, 0.3732, -0.2953], [1.7180, 0.7291, 0.7437], [1.3551, 0.8228, 2.0732], [-1.5931, 0.1516, 1.1031], [-1.8995, -1.1864, 0.2420], [-0.3629, -1.2602, 1.2980], [-1.8266, -0.8223, -1.6707], [1.7792, 0.2440, -1.1386], [2.2502, 1.5362, 2.3695]]
}


In the order shown, the computed total energy values come out to -16498.5658; -83876.5117; -12276.4302; -44186.4521; -95616.5378; -84718.7096; -14859.4723; -19066.7977 eV.
In the order shown, the computed energy relative to the best compared isomer or geometry (same formula, charge and spin) values come out to 689.9; 0.0; 321.3; 0.0; 539.8; 27.7; 98.9; 518.0 kJ/mol.